(1)
{"formula": "C34H46BF4LiO14", "method": "ωB97M-V/def2-TZVPD", "symbols": ["Li", "B", "F", "F", "F", "F", "C", "O", "H", "H", "H", "H", "C", "O", "H", "H", "H", "H", "C", "O", "H", "H", "H", "H", "C", "O", "H", "H", "H", "H", "C", "C", "C", "C", "C", "C", "O", "O", "H", "H", "H", "H", "H", "H", "C", "C", "C", "C", "C", "C", "O", "O", "H", "H", "H", "H", "H", "H", "C", "C", "C", "C", "C", "C", "O", "O", "H", "H", "H", "H", "H", "H", "C", "C", "C", "C", "C", "C", "O", "O", "H", "H", "H", "H", "H", "H", "C", "C", "C", "C", "C", "C", "O", "O", "H", "H", "H", "H", "H", "H"], "coordinates": [[-41.017, -0.337, -5.688], [-40.308, 1.363, -8.254], [-39.042, 0.915, -8.608], [-40.543, 0.927, -6.941], [-40.464, 2.716, -8.313], [-41.235, 0.643, -9.117], [-41.497, 4.057, -11.609], [-40.147, 4.053, -12.196], [-41.681, 4.759, -10.807], [-41.676, 3.274, -10.941], [-42.248, 3.947, -12.382], [-39.971, 3.435, -13.007], [-38.215, -0.425, -4.769], [-39.487, 0.112, -4.425], [-38.078, -1.414, -4.693], [-37.351, -0.112, -4.107], [-38.005, -0.085, -5.805], [-39.360, 1.040, -4.303], [-40.845, -2.135, -7.894], [-40.426, -2.024, -6.585], [-41.780, -1.600, -7.919], [-41.093, -3.174, -8.206], [-40.177, -1.685, -8.663], [-39.993, -2.827, -6.205], [-44.354, 0.291, -6.588], [-43.052, 0.445, -5.899], [-44.347, -0.731, -6.563], [-44.056, 0.731, -7.492], [-45.163, 0.807, -6.086], [-42.907, 1.219, -5.389], [-45.107, -2.085, -11.497], [-44.017, -1.158, -11.370], [-44.175, 0.109, -11.988], [-45.317, 0.486, -12.671], [-46.336, -0.492, -12.721], [-46.202, -1.750, -12.200], [-47.284, -2.660, -12.095], [-43.115, 0.980, -11.784], [-45.140, -2.859, -10.719], [-43.187, -1.385, -10.959], [-45.514, 1.614, -12.979], [-47.291, -0.321, -13.023], [-47.924, -2.203, -12.592], [-42.175, 0.677, -11.194], [-45.131, 5.753, -9.486], [-43.865, 5.915, -8.882], [-43.228, 4.732, -8.593], [-43.709, 3.393, -8.870], [-44.975, 3.241, -9.489], [-45.722, 4.483, -9.758], [-46.959, 4.613, -10.223], [-42.096, 4.810, -7.874], [-45.848, 6.695, -9.683], [-43.701, 6.778, -8.466], [-43.027, 2.523, -8.726], [-45.149, 2.235, -9.922], [-47.225, 3.719, -10.682], [-41.634, 3.931, -7.858], [-39.935, 3.352, -5.094], [-38.592, 3.569, -4.902], [-37.909, 3.363, -3.643], [-38.668, 2.970, -2.522], [-40.068, 2.663, -2.645], [-40.647, 2.931, -3.908], [-42.008, 2.754, -4.041], [-36.625, 3.555, -3.533], [-40.466, 3.528, -5.905], [-38.200, 3.964, -5.784], [-38.235, 2.955, -1.635], [-40.502, 2.391, -1.761], [-42.567, 3.529, -3.932], [-36.390, 3.539, -4.481], [-36.446, -4.303, -10.720], [-36.292, -4.984, -9.440], [-36.747, -4.382, -8.209], [-37.279, -3.053, -8.279], [-37.293, -2.356, -9.550], [-36.947, -2.941, -10.731], [-36.876, -2.275, -11.864], [-36.717, -5.112, -7.079], [-35.908, -4.657, -11.453], [-35.820, -6.015, -9.408], [-37.514, -2.463, -7.392], [-37.794, -1.412, -9.327], [-37.527, -1.594, -11.771], [-35.896, -5.682, -7.056], [-34.593, 2.183, -6.405], [-34.218, 3.453, -6.098], [-35.006, 4.583, -6.570], [-36.153, 4.226, -7.384], [-36.606, 2.974, -7.531], [-35.820, 1.855, -7.046], [-36.223, 0.623, -7.259], [-34.649, 5.746, -6.223], [-34.022, 1.363, -5.952], [-33.281, 3.803, -5.707], [-36.468, 5.090, -7.715], [-37.693, 2.896, -7.841], [-37.168, 0.612, -7.434], [-35.133, 6.495, -5.915]], "atomic_forces_ev_per_a": [[-0.055, 0.089, -0.136], [-0.485, -2.018, -1.038], [0.645, 0.248, -0.037], [-0.117, 0.010, 0.677], [0.083, 0.611, -0.235], [0.213, 0.948, 0.386], [0.977, -0.780, -1.286], [-0.050, -0.717, -0.877], [0.537, 1.775, -0.916], [0.264, -2.543, 0.510], [-0.284, 0.670, 0.026], [-1.417, 1.585, 2.560], [1.523, 4.359, -0.741], [-0.065, -1.971, 0.322], [-0.801, -3.974, 0.068], [-1.127, 0.574, -0.496], [0.197, -0.466, 0.688], [-0.025, 1.162, 0.227], [-0.873, -0.832, -2.277], [1.353, -0.695, 2.535], [-0.375, 0.351, -0.431], [0.402, 0.480, 0.346], [-0.135, -0.266, 0.798], [-0.508, 1.009, -0.886], [2.680, 2.281, 1.712], [0.264, -1.519, 0.334], [-1.247, -2.549, -0.589], [-0.886, 0.261, -1.868], [-0.119, -0.162, 0.059], [-0.323, 1.614, 0.659], [3.443, 0.784, 2.611], [-8.196, 1.169, -4.684], [2.915, -1.050, 1.697], [-1.289, 1.528, 0.009], [2.247, 0.339, 0.249], [-1.214, -1.090, 0.868], [2.026, 0.772, 0.086], [3.054, 0.085, 1.345], [0.044, -0.368, -1.005], [5.586, -1.525, 3.233], [0.602, -2.725, 0.499], [-2.528, 1.277, -1.385], [-1.944, 0.251, -0.912], [-4.673, 0.653, -2.334], [-1.681, 0.660, -0.113], [-3.631, -5.612, -2.482], [0.104, -2.233, 0.633], [-0.740, 1.673, -1.103], [0.759, 1.830, -0.446], [3.478, 0.218, 1.169], [-2.498, -3.596, -2.312], [1.778, -0.565, 0.711], [1.851, -2.303, 0.427], [1.867, 4.685, 1.917], [-0.686, 0.809, -0.035], [-0.703, 0.784, 0.443], [0.556, 2.591, 1.347], [-0.554, 1.134, -0.185], [1.468, -1.603, 7.576], [-0.540, -0.485, 1.148], [-4.493, -0.453, -0.240], [-2.641, 0.012, -5.064], [3.384, 2.365, -3.636], [0.059, 0.268, 0.138], [-1.125, -1.098, -0.301], [1.973, 0.246, -1.172], [-2.023, 0.807, -3.812], [1.810, 0.532, -0.839], [2.043, -0.397, 3.956], [-1.864, -0.751, 1.672], [0.491, 0.307, 0.068], [1.292, 0.304, 0.494], [-1.867, 2.519, 7.168], [-0.748, 1.084, -1.033], [-0.200, 1.121, -3.029], [1.478, -1.425, -1.439], [-1.537, -0.801, 3.810], [1.589, -3.392, 1.410], [-0.133, 0.457, -1.769], [1.317, -0.892, 1.378], [2.147, -1.893, -4.315], [-0.650, 1.394, -0.077], [-0.121, -0.439, -0.125], [0.508, 0.374, -1.289], [-0.390, 1.081, -0.479], [-1.447, 0.928, -0.160], [-1.048, -2.512, 0.251], [-1.144, 3.753, -1.488], [-2.018, -7.592, -0.971], [4.757, -0.103, 3.824], [-1.074, -2.628, 0.307], [0.097, 4.467, -0.226], [0.016, -2.106, 0.295], [3.312, 3.932, 0.559], [-0.088, 0.157, -0.539], [0.382, -0.695, 0.719], [-3.183, 3.888, -2.255], [1.609, -0.538, -0.283], [-0.258, 0.111, -0.483], [-1.362, -0.016, -0.086]], "mulliken_charge": [0.820, 0.137, -0.239, 0.169, -0.169, -0.299, -0.193, -0.580, 0.259, -0.147, 0.334, 0.303, -0.912, -0.576, 0.567, 0.346, 0.367, 0.095, -0.276, -0.401, 0.063, 0.482, -0.062, 0.233, -0.572, -0.265, 0.363, -0.019, 0.314, 0.146, -0.251, -1.235, 0.624, -0.585, -0.531, 0.465, -0.513, -0.457, 0.312, 0.920, 0.311, 0.381, 0.282, 0.279, -0.263, -1.073, 0.402, 0.356, -0.480, 0.485, -0.584, -0.527, 0.202, 0.615, -0.160, 0.189, 0.326, 0.305, -0.708, -0.281, 0.154, -0.822, -0.824, 0.057, -0.561, -0.614, 0.927, 0.932, 0.688, 0.594, 0.312, 0.187, -0.870, -0.344, 0.232, -0.245, -0.095, 0.466, -0.519, -0.550, 0.512, 0.208, 0.496, 0.087, 0.304, 0.345, -0.682, -0.463, 0.472, -0.935, -0.072, 0.567, -0.464, -0.578, 0.320, 0.415, 0.601, 0.325, -0.007, 0.350], "orbital_gap_ev": 7.32, "relative_energy_ev": 0.000, "e_tot_ha": -2808.32636, "largest_force_ha_per_bohr": 0.1850}

---

(2)
{"formula": "H18O9", "method": "ωB97M-V/def2-TZVPD", "symbols": ["O", "H", "H", "O", "H", "H", "O", "H", "H", "O", "H", "H", "O", "H", "H", "O", "H", "H", "O", "H", "H", "O", "H", "H", "O", "H", "H"], "coordinates": [[-0.211, 2.887, 1.357], [-0.608, 2.038, 1.576], [-0.500, 3.008, 0.572], [-1.252, 0.641, 2.126], [-0.835, 0.404, 1.427], [-0.950, 0.187, 2.946], [0.720, -2.713, -0.251], [0.640, -3.664, -0.427], [1.451, -2.521, 0.424], [-2.087, -1.055, -2.801], [-2.333, -1.584, -2.080], [-2.400, -0.166, -2.662], [-2.343, -2.610, 1.377], [-1.837, -1.843, 1.494], [-1.625, -3.242, 1.709], [-1.768, 1.635, -1.833], [-1.427, 1.227, -1.048], [-1.416, 2.627, -1.810], [2.449, 1.256, -1.097], [2.251, 0.746, -1.901], [3.027, 2.018, -1.467], [-0.028, 0.057, -0.132], [0.699, 0.551, -0.411], [-0.107, -0.842, -0.476], [3.316, 0.399, 1.492], [3.003, 0.620, 0.652], [4.172, -0.063, 1.243]], "atomic_forces_ev_per_a": [[3.182, -0.998, 7.551], [-0.019, 0.110, 1.002], [-2.901, 1.962, -8.544], [-5.066, 1.783, 8.847], [4.857, -3.383, -7.226], [-0.092, 0.587, -1.326], [1.188, 0.502, 1.198], [0.366, 0.463, 0.339], [-1.552, -0.866, -1.504], [0.906, 0.276, -1.793], [-0.713, -0.892, 1.535], [-0.134, 0.526, 0.286], [1.131, -3.156, 0.707], [0.654, 2.547, 0.047], [-1.829, 0.675, -0.801], [0.605, 3.925, -0.877], [0.604, -0.506, 0.846], [-1.243, -3.354, -0.060], [1.360, 1.630, -1.658], [0.076, 0.066, 0.285], [-1.491, -1.749, 1.146], [-2.687, -0.989, 1.196], [2.109, 0.849, -0.935], [0.640, 0.092, -0.367], [2.642, -1.766, 1.491], [-1.155, 0.868, -2.181], [-1.437, 0.802, 0.798]], "mulliken_charge": [-0.627, 0.312, 0.200, -0.619, 0.448, 0.358, -0.613, 0.271, 0.324, -0.633, 0.290, 0.327, -0.616, 0.284, 0.319, -0.680, 0.375, 0.301, -0.714, 0.323, 0.294, -0.527, 0.311, 0.267, -0.618, 0.333, 0.306], "orbital_gap_ev": 10.63, "relative_energy_ev": 3.972, "smiles": "O.O.O.O.O.O.O.O.O", "e_tot_ha": -687.87981, "largest_force_ha_per_bohr": 0.2013}

---

(3)
{"formula": "C3H10S3", "method": "ωB97M-V/def2-TZVPD", "symbols": ["C", "S", "S", "H", "H", "H", "H", "C", "C", "S", "H", "H", "H", "H", "H", "H"], "coordinates": [[0.508, 3.655, 2.068], [-0.625, 4.090, 3.227], [0.492, 4.323, 4.999], [1.390, 2.994, 2.232], [0.887, 4.507, 1.581], [0.074, 2.979, 1.341], [-0.659, 3.899, 5.700], [-0.770, -2.450, -3.225], [-0.284, -3.338, -1.996], [1.350, -2.636, -1.580], [0.046, -2.241, -3.917], [-1.607, -1.866, -2.978], [-1.045, -3.332, -3.933], [-1.041, -3.150, -1.147], [-0.350, -4.540, -2.249], [1.633, -2.895, -0.124]], "atomic_forces_ev_per_a": [[2.733, -2.253, -2.078], [-1.785, 0.430, 2.291], [-1.709, -0.495, 0.438], [-0.446, 0.585, 1.171], [0.531, 1.006, -0.893], [-0.872, 0.310, -0.444], [1.550, 0.415, -0.487], [1.223, -5.776, -1.326], [-1.636, -0.937, 0.610], [0.581, -0.547, 2.438], [0.183, 1.691, 0.710], [-0.457, 1.262, -0.208], [-0.978, 1.421, 0.995], [1.358, -0.432, -1.203], [0.635, 3.179, 0.709], [-0.909, 0.143, -2.722]], "mulliken_charge": [-0.876, -0.062, -0.209, 0.345, 0.340, 0.304, 0.159, -0.981, -0.293, -0.270, 0.358, 0.288, 0.259, 0.252, 0.257, 0.130], "orbital_gap_ev": 8.77, "relative_energy_ev": 2.484, "smiles": "CCS.CSS", "e_tot_ha": -1314.75682, "largest_force_ha_per_bohr": 0.1177}

---

(4)
{"formula": "C6H12O", "method": "ωB97M-V/def2-TZVPD", "symbols": ["C", "C", "O", "C", "C", "C", "C", "H", "H", "H", "H", "H", "H", "H", "H", "H", "H", "H", "H"], "coordinates": [[2.005, -0.583, 0.353], [1.277, 0.488, 0.671], [1.153, 0.940, 1.954], [0.390, 1.269, -0.257], [-1.093, 0.960, 0.036], [-1.388, -0.539, 0.106], [-0.974, -1.273, -1.177], [2.156, -0.887, -0.676], [0.021, -1.711, -1.054], [2.447, -1.211, 1.125], [1.771, 0.438, 2.503], [0.569, 2.344, -0.132], [0.631, 1.010, -1.293], [-1.386, 1.442, 0.976], [-1.706, 1.406, -0.759], [-2.453, -0.685, 0.319], [-0.847, -0.971, 0.957], [-1.674, -2.069, -1.446], [-0.917, -0.587, -2.031]], "atomic_forces_ev_per_a": [[0.063, 0.041, -0.001], [-0.006, -0.078, -0.234], [0.090, -0.140, 0.174], [0.094, -0.030, -0.050], [-0.055, 0.052, 0.037], [-0.043, -0.010, 0.040], [0.015, -0.052, -0.077], [-0.179, 0.069, 0.145], [-0.203, 0.006, -0.124], [0.142, 0.234, -0.097], [-0.152, 0.107, 0.029], [0.020, -0.158, -0.003], [0.018, -0.009, 0.188], [0.065, -0.077, -0.123], [0.122, -0.010, 0.116], [0.127, 0.065, -0.112], [-0.119, 0.048, -0.092], [0.112, 0.044, 0.088], [-0.110, -0.101, 0.098]], "mulliken_charge": [-0.982, 0.587, -0.471, -0.652, -0.819, -0.391, -1.014, 0.337, 0.182, 0.218, 0.305, 0.360, 0.306, 0.351, 0.359, 0.394, 0.327, 0.332, 0.270], "orbital_gap_ev": 9.78, "relative_energy_ev": 0.771, "smiles": "C=C(O)CCCC", "e_tot_ha": -311.03093, "largest_force_ha_per_bohr": 0.0056}